C41H37F5OP2Pt as an isolated structure. Source: OMol25; level of theory: ωB97M-V/def2-TZVPD.

Properties
* LUMO (spin up / spin down): -1.81 / -1.68 eV
* frontier orbital gap (spin up / spin down): 4.41 / 4.54 eV
* energy above the lowest of the compared OMol25 structures with the same formula, charge and spin: 101.66 kcal per mole
* total energy: -80562.106 eV
* highest occupied orbital energy (spin up / spin down): -0.2287 / -0.2288 Ha
* 2S+1: 3
* largest force on an atom: 0.094 Eh/bohr

Geometry (Å):
Pt (-0.3227, -0.4857, -0.1753)
C (-2.6013, 1.3293, -1.6517)
C (-1.8368, 2.3514, -0.9583)
C (-2.7270, 3.1185, 0.0807)
C (-3.5082, 2.1843, 1.0150)
C (-2.9674, 0.7865, 1.2211)
C (-3.1224, -0.2470, 0.3710)
C (-4.2854, -0.1517, -0.5616)
C (-4.0266, 1.0422, -1.5281)
C (1.2783, -2.0335, 0.2968)
H (-2.1602, 0.7888, -2.4610)
H (-1.3627, 3.1597, -1.5954)
H (-3.4622, 3.7762, -0.4340)
H (-2.0871, 3.8062, 0.6394)
H (-3.5818, 2.6989, 1.9926)
H (-4.5536, 2.1142, 0.6641)
H (-2.8421, 0.6065, 2.2916)
H (-2.6764, -1.2389, 0.4879)
H (-5.2363, 0.0562, -0.0450)
H (-4.4549, -1.0752, -1.1100)
H (-4.4253, 0.7423, -2.5243)
H (-4.6146, 1.9113, -1.2128)
H (1.5140, -2.5175, -0.6774)
H (0.9817, -2.8089, 1.0287)
H (2.2105, -1.5813, 0.6657)
P (-0.2165, 1.7902, -0.5490)
P (-0.6147, -1.1716, 2.0271)
C (-0.5130, 1.7727, 1.3418)
C (-0.5658, 0.7520, 2.2494)
C (1.2615, 2.9970, -0.5882)
C (1.2576, 4.2353, 0.0770)
C (2.2403, 5.1994, -0.1962)
C (3.3551, 4.8571, -0.9725)
C (3.5043, 3.5334, -1.4080)
C (2.4461, 2.6412, -1.2354)
C (0.0116, 1.1358, -2.6269)
C (-0.3362, -0.1650, -2.9418)
C (-0.9072, -0.5025, -4.1935)
C (-1.0293, 0.4992, -5.1668)
C (-0.5478, 1.7932, -4.9128)
C (-0.0345, 2.1173, -3.6344)
C (0.4010, -1.6309, 3.4832)
C (1.5381, -0.8528, 3.8010)
C (2.1212, -0.9604, 5.0656)
C (1.5822, -1.8292, 6.0247)
C (0.5263, -2.6807, 5.6769)
C (-0.0709, -2.5814, 4.4227)
C (-1.6015, -2.7707, 1.5804)
C (-1.2649, -3.5529, 0.4431)
C (-2.0648, -4.6133, 0.0165)
C (-3.3059, -4.7998, 0.6220)
C (-3.7106, -3.9634, 1.6773)
C (-2.8048, -3.0758, 2.2610)
H (-0.7108, 2.7932, 1.6739)
H (-0.6326, 0.9913, 3.3181)
H (0.4949, 4.4734, 0.8102)
H (2.1502, 6.2298, 0.1622)
H (4.1153, 5.5996, -1.2558)
H (4.4095, 3.2044, -1.9244)
H (2.5304, 1.6214, -1.5843)
H (-0.3474, -0.9430, -2.1249)
H (-1.2630, -1.5302, -4.3303)
H (-1.5388, 0.2441, -6.1036)
H (-0.6075, 2.5352, -5.7195)
H (0.3063, 3.1400, -3.4744)
H (1.9727, -0.2167, 3.0203)
H (2.9969, -0.3522, 5.2903)
H (1.9803, -1.8163, 7.0380)
H (0.1758, -3.4136, 6.4009)
H (-0.8655, -3.2673, 4.1361)
H (-0.3806, -3.3549, -0.1566)
H (-1.6907, -5.2698, -0.7761)
H (-3.9522, -5.5917, 0.2654)
H (-4.7335, -4.0108, 2.0494)
H (-3.0415, -2.5727, 3.2022)
F (7.5107, -2.0775, -1.4292)
C (6.2230, -1.7108, -1.4540)
C (5.4000, -2.0345, -2.5272)
F (5.9265, -2.7479, -3.5359)
C (4.0828, -1.6439, -2.5651)
F (3.3010, -1.9687, -3.6076)
C (3.5130, -0.8388, -1.5277)
O (2.3278, -0.4192, -1.5901)
C (4.3990, -0.5022, -0.4518)
F (3.9058, 0.2645, 0.5532)
C (5.7164, -0.8829, -0.4555)
F (6.5395, -0.4370, 0.5103)

Cartesian forces, eV/Å:
Pt 2.1 -4.2 1.2
C -0.1 -0.1 -1.5
C -1.3 3.0 -0.3
C 0.5 0.0 -0.7
C -0.9 0.2 0.8
C -1.5 -0.2 1.3
C -1.0 -0.3 0.5
C 0.1 0.7 -1.3
C -1.6 -0.2 -0.8
C 0.4 -0.2 0.2
H 0.2 0.1 0.0
H -1.3 -0.2 -0.5
H 0.6 -0.5 0.0
H -0.1 -0.1 0.1
H 0.1 -0.4 -0.3
H 0.4 0.0 0.2
H 1.0 -0.1 -0.6
H -0.7 0.6 0.4
H 0.4 -0.2 0.3
H 0.3 -0.1 -0.2
H 0.3 0.4 0.5
H 0.1 -0.2 -0.2
H -0.6 0.6 0.5
H 0.3 0.4 -0.4
H -0.6 0.3 -0.2
P 2.8 -1.7 0.5
P 1.8 0.5 -2.4
C 0.5 -1.0 1.1
C -0.3 1.4 0.7
C -0.5 0.2 0.8
C -0.2 0.3 -0.3
C 0.3 -0.2 -0.2
C 0.0 -0.3 -0.2
C -0.4 0.4 0.2
C -0.1 -0.4 -0.4
C 0.2 1.2 0.1
C -0.5 -0.5 -0.3
C 0.7 0.4 0.9
C -0.1 -0.4 0.3
C 0.0 -0.4 0.4
C -0.2 -0.6 -0.6
C 0.1 0.1 0.3
C -0.3 -0.4 -0.2
C -0.2 -0.1 -0.2
C -0.1 0.2 -0.5
C 0.3 0.3 0.1
C 0.4 0.3 -0.6
C -0.7 0.0 0.4
C 0.1 0.5 0.1
C -0.1 0.2 0.7
C 0.1 0.4 0.0
C 0.3 -0.5 0.1
C 0.3 0.3 -0.6
H 0.7 -0.2 0.8
H -0.2 0.1 -0.2
H -0.2 0.1 -0.3
H -0.1 -0.5 0.1
H -0.4 -0.3 0.4
H -0.3 0.1 0.2
H 0.0 -0.2 -0.3
H 0.2 0.2 -1.0
H 0.1 0.5 -0.2
H 0.4 0.3 0.3
H 0.1 -0.2 0.5
H -0.1 -0.2 0.2
H -0.2 0.0 0.5
H -0.2 -0.2 0.0
H 0.0 -0.2 -0.3
H 0.0 0.2 -0.2
H 0.0 0.2 0.2
H -0.4 0.0 0.4
H -0.3 0.3 0.3
H -0.2 0.1 0.0
H 0.3 -0.3 0.2
H -0.2 0.1 -0.5
F 0.3 -0.1 -0.1
C -0.5 0.7 0.1
C 0.2 -0.3 0.1
F 0.0 -0.1 -0.1
C 0.1 0.4 0.8
F 0.1 -0.1 -0.1
C 0.6 0.0 -0.1
O -0.8 0.4 -0.2
C -0.5 -0.3 -0.8
F 0.2 0.0 0.0
C 0.3 -0.2 0.0
F 0.0 -0.2 0.1

A 7-piece molecular cluster, C9H32N2O6 overall. Source: OMol25; level of theory: ωB97M-V/def2-TZVPD.

Properties
* LUMO: -0.54 eV
* frontier orbital gap: 4.73 eV
* energy above the lowest of the compared OMol25 structures with the same formula, charge and spin: 25.32 kcal per mole
* total energy: -25114.356 eV
* highest occupied orbital energy: -0.1935 Ha
* largest force on an atom: 0.043 Eh/bohr

Geometry (Å):
N (-1.4193, 0.2544, -1.3106)
H (-1.1751, 0.1153, -0.3405)
H (-0.6296, 0.5689, -1.8561)
H (-2.0627, 1.0280, -1.3990)
H (-1.7708, -0.6444, -1.6085)
C (1.0348, 0.7310, 3.0296)
C (0.8839, 0.6498, 1.5128)
C (2.3020, 0.7410, 0.8942)
C (3.2071, -0.4853, 1.1817)
C (2.5247, -1.7156, 0.5370)
C (1.1028, -1.9441, 1.1221)
N (0.3346, -0.6176, 1.0354)
O (-1.1097, -0.7871, 1.3109)
C (1.1341, -2.6561, 2.4849)
C (0.3718, -2.8953, 0.0705)
C (0.1201, 1.8438, 0.9749)
H (1.3418, 1.7299, 3.3397)
H (1.6357, -0.0409, 3.5104)
H (0.0780, 0.6706, 3.5481)
H (2.7019, 1.7287, 1.1235)
H (2.2689, 0.7600, -0.1951)
H (3.2997, -0.6042, 2.2612)
H (4.2219, -0.2362, 0.8714)
H (3.1003, -2.6238, 0.7151)
H (2.4391, -1.5836, -0.5416)
H (0.0921, -2.8631, 2.7289)
H (1.6411, -2.0748, 3.2551)
H (1.4843, -3.6876, 2.4447)
H (0.9020, -3.8463, 0.0184)
H (0.2615, -2.4185, -0.9034)
H (-0.5744, -3.1692, 0.5372)
H (0.2548, 1.9113, -0.1046)
H (0.5521, 2.7829, 1.3208)
H (-0.9384, 1.7876, 1.2289)
O (-1.2467, 0.4063, -4.8618)
H (-0.6377, 0.7771, -4.2231)
H (-1.4086, 1.1185, -5.4805)
O (-2.7300, -2.0010, -1.8808)
H (-2.6629, -2.6906, -1.2204)
H (-3.6371, -2.0455, -2.1830)
O (-2.7205, 2.6108, -1.7707)
H (-2.3361, 3.4547, -2.0079)
H (-3.4435, 2.4947, -2.3872)
O (-3.8115, 3.2037, 0.9464)
H (-3.1440, 2.8367, 0.3668)
H (-4.6358, 3.0694, 0.4786)
O (0.5626, 1.3497, -2.7958)
H (1.3071, 0.7737, -2.9694)
H (0.9336, 2.2320, -2.8088)

Cartesian forces, eV/Å:
N 0.3 0.5 -0.6
H 0.4 -0.7 2.1
H 0.4 -0.3 0.1
H -0.5 -0.2 0.1
H -0.6 -0.3 -0.4
C -1.0 0.6 0.9
C 1.5 -1.3 0.1
C 0.3 -0.4 -0.2
C -0.8 0.8 0.3
C 0.1 0.5 1.0
C -0.5 0.8 -1.7
N -1.4 -1.3 -0.9
O 1.8 0.6 -0.5
C -1.0 0.0 -0.4
C 0.3 0.2 2.0
C -0.2 0.2 -0.2
H 0.7 0.1 -0.1
H 0.3 0.2 -0.4
H -0.4 -0.4 -0.4
H 0.5 -0.1 0.6
H -0.6 0.0 -0.3
H -0.1 -0.3 0.1
H 0.1 -0.4 -0.5
H 0.1 -0.1 0.0
H 0.0 0.1 -0.1
H -0.2 0.7 0.5
H -0.1 -0.3 0.0
H 0.8 0.1 -0.3
H 0.4 0.1 -0.4
H 0.0 0.0 0.1
H -0.4 0.3 -0.4
H -0.2 -0.3 -0.2
H 0.0 0.0 0.5
H 0.0 0.0 0.1
O -0.3 -0.2 -0.1
H 0.3 0.2 0.3
H -0.1 0.1 -0.2
O -0.2 -0.4 -0.3
H 0.2 -0.2 0.4
H -0.2 0.1 -0.2
O -0.1 0.2 -0.1
H 0.2 0.3 0.1
H -0.3 -0.1 -0.2
O 0.0 0.3 0.3
H 0.1 -0.1 -0.1
H -0.2 0.0 -0.1
O 0.2 0.2 -0.5
H 0.4 -0.4 0.0
H 0.1 0.4 0.1

An isolated ion of composition C8H16IN3 and charge +2. Source: OMol25; level of theory: ωB97M-V/def2-TZVPD.

Properties
* LUMO: -7.08 eV
* frontier orbital gap: 8.75 eV
* SMILES: C[NH2+][C@H](C)/C(I)=C1/C=C[NH2+][C@@H]1N
* energy above the lowest of the compared OMol25 structures with the same formula, charge and spin: 59.33 kcal per mole
* total energy: -21107.207 eV
* charge: +2
* highest occupied orbital energy: -0.5817 Ha
* largest force on an atom: 0.088 Eh/bohr

Geometry (Å):
C (-0.7702, -2.4993, -0.4523)
C (-0.0818, -3.5950, -0.1772)
C (-0.2609, -1.2076, -0.0760)
C (-1.0931, -0.1416, -0.0328)
C (1.4141, -1.6671, -0.0682)
C (0.1236, 1.6413, -1.3436)
C (-0.8670, 3.6665, 0.6282)
C (-0.5452, 1.2108, -0.0171)
N (2.2148, -1.0352, 0.8813)
N (1.2442, -3.1718, 0.3093)
N (-1.5045, 2.3405, 0.2845)
I (-3.1958, -0.3317, 0.1396)
H (-1.7738, -2.5923, -0.6913)
H (-0.2412, -4.6066, -0.1151)
H (1.7864, -1.5478, -1.1392)
H (-0.3491, 1.0633, -2.2185)
H (0.2219, 2.6615, -1.5170)
H (1.0700, 1.1621, -1.4330)
H (-0.3511, 3.7728, 1.5888)
H (0.0852, 3.7455, -0.0785)
H (-1.5857, 4.4436, 0.4385)
H (0.2491, 1.1513, 0.7570)
H (1.9989, -1.2965, 1.8749)
H (3.2443, -0.8166, 0.6568)
H (1.2139, -3.2605, 1.4060)
H (1.9259, -3.6965, -0.2041)
H (-2.1121, 1.9951, 1.1002)
H (-2.0608, 2.6119, -0.5012)

Cartesian forces, eV/Å:
C -0.9 -1.3 1.4
C 1.1 3.0 0.0
C 1.7 -1.5 -1.2
C 0.3 -1.2 0.1
C -1.6 1.9 0.1
C -1.1 -4.2 -1.4
C 3.5 0.0 -1.4
C 1.8 2.2 -0.4
N 1.7 0.5 0.6
N -1.3 0.9 1.4
N 0.2 -0.5 3.6
I 0.4 -0.2 -0.3
H -1.8 -0.2 -0.8
H -0.8 -2.1 -0.4
H -0.4 -0.5 1.5
H -0.1 1.4 1.1
H 0.0 1.6 -0.4
H 1.2 0.0 0.4
H -0.9 -0.6 0.2
H -2.4 0.3 1.2
H -0.1 0.3 0.0
H -0.5 0.8 0.0
H 0.7 0.7 -1.4
H -2.4 -0.7 0.6
H 0.9 -0.1 -2.6
H 1.1 -0.7 0.5
H 0.5 0.9 -1.6
H -0.9 -0.7 -0.8

One molecule with the formula C18H13Cl3N2O6. Source: OMol25; level of theory: ωB97M-V/def2-TZVPD.

Properties
* LUMO: 0.45 eV
* frontier orbital gap: 9.32 eV
* SMILES: O=C(NC1(C(Cl)(Cl)Cl)Oc2ccccc2O1)OCN1C(=O)[C@@H]2C=CC=C[C@H]2C1=O
* energy above the lowest of the compared OMol25 structures with the same formula, charge and spin: 59.65 kcal per mole
* total energy: -71705.810 eV
* highest occupied orbital energy: -0.3260 Ha
* largest force on an atom: 0.137 Eh/bohr

Geometry (Å):
O (3.3374, -0.0421, 3.5297)
O (3.1938, 0.2828, -1.5066)
O (1.1827, 3.6043, 0.7860)
Cl (2.9831, -2.1757, 5.5691)
Cl (3.2567, -3.4242, 3.0154)
Cl (1.2152, -4.3082, 4.8900)
O (1.6696, 0.7900, 2.0470)
O (-0.2865, -2.1617, 4.2754)
O (0.6888, -2.1183, 2.2880)
C (2.1730, -0.0215, 3.0673)
C (2.3100, 1.0869, -1.2243)
C (1.4407, 2.8432, -0.1540)
C (0.1064, 2.6318, -4.0978)
C (-0.8182, 3.4313, -3.1466)
C (1.0054, 1.7522, -3.5293)
C (-0.4312, 3.6432, -1.8991)
C (-3.3927, -1.7065, 2.3444)
C (-2.8462, -1.7425, 1.0839)
C (-2.5979, -1.9922, 3.4573)
C (-1.4489, -1.8775, 0.9442)
C (-1.2092, -2.0992, 3.2983)
C (-0.5881, -2.0327, 2.0384)
N (2.1480, 1.7305, -0.0131)
N (1.2287, -0.5588, 3.7484)
C (2.7905, 1.4426, 1.3041)
C (2.0326, -2.8782, 4.2455)
C (1.1284, 1.5976, -2.0641)
C (0.9745, 3.0380, -1.6122)
C (0.9442, -1.9704, 3.6473)
H (0.0000, 2.9542, -5.1231)
H (-1.5932, 3.9456, -3.6752)
H (1.7461, 1.3391, -4.2092)
H (-0.8021, 4.3555, -1.1095)
H (-4.4377, -1.4960, 2.4116)
H (-3.3835, -1.6869, 0.1380)
H (-3.0080, -1.9301, 4.4864)
H (-1.1022, -1.8382, -0.0495)
H (0.3754, 0.0392, 3.6106)
H (2.9885, 2.3849, 1.7243)
H (3.7176, 0.8640, 1.2135)
H (0.3392, 1.0482, -1.6425)
H (1.6191, 3.7788, -2.1184)

Cartesian forces, eV/Å:
O -2.0 0.2 -3.2
O -1.8 1.4 0.7
O 0.5 -1.0 -1.4
Cl -0.6 0.1 -0.1
Cl -0.9 0.4 0.2
Cl 0.1 -0.4 -0.2
O 3.3 -0.7 0.3
O 0.4 -0.3 1.0
O 3.8 -1.9 -2.4
C 6.2 3.4 0.1
C 1.8 -1.9 -1.9
C -2.8 4.6 1.5
C -0.2 -0.2 3.5
C 1.3 -0.8 -1.8
C -0.2 0.9 -3.2
C 1.5 0.2 1.7
C 0.1 -0.7 -0.2
C 1.7 -0.1 -0.1
C 0.7 0.9 1.3
C 0.6 -0.2 0.3
C -2.6 0.5 -1.4
C -4.8 0.1 1.5
N 2.3 -1.6 1.3
N -5.3 -0.5 2.8
C -2.1 -0.9 -1.6
C 1.4 -1.3 0.1
C 0.9 1.8 -1.0
C -0.9 0.1 2.2
C -1.1 2.2 0.0
H 0.4 -0.7 -0.2
H -0.8 0.2 0.3
H -0.1 -0.4 0.2
H 0.0 -0.9 -1.2
H -0.5 -0.1 0.5
H -0.2 0.3 0.5
H 0.3 -0.2 -0.8
H 0.8 -0.1 -1.0
H 0.5 -1.4 0.2
H 0.2 1.1 0.8
H -0.7 -0.3 0.0
H -1.6 -0.8 0.5
H 0.4 -0.7 0.2

One molecule with the formula C11H18N4O3. Source: OMol25; level of theory: ωB97M-V/def2-TZVPD.

Properties
* LUMO: 0.49 eV
* frontier orbital gap: 9.43 eV
* SMILES: CC(C)[C@H](N)C(=O)N[C@@H](Cc1c[nH]cn1)C(=O)O
* energy above the lowest of the compared OMol25 structures with the same formula, charge and spin: 33.36 kcal per mole
* total energy: -23802.048 eV
* highest occupied orbital energy: -0.3288 Ha
* largest force on an atom: 0.064 Eh/bohr

Geometry (Å):
C (-0.8130, -1.9381, 1.4542)
C (-0.4282, -1.8649, -0.0605)
C (-2.2979, -1.7341, 1.8332)
C (-3.2490, -2.9132, 1.5422)
C (-2.9707, -0.3803, 1.4459)
C (0.3728, -0.1621, -1.6895)
C (1.8526, -0.3529, -1.6317)
C (-0.0539, 1.2697, -1.8867)
C (0.4580, 2.1780, -0.7934)
C (0.8648, 3.4855, -0.7839)
C (0.9371, 2.6933, 1.2982)
H (1.0178, -0.9416, 1.9125)
H (-0.4468, -0.1149, 2.2883)
H (-0.5671, -2.9405, 1.7611)
H (-2.2026, -1.7389, 2.9325)
H (-4.2651, -2.8557, 1.8258)
H (-2.9727, -3.8674, 1.9562)
H (-3.3099, -3.0961, 0.4483)
H (-3.1915, -0.3098, 0.4113)
H (-3.8725, -0.1936, 1.9898)
H (-2.3367, 0.4889, 1.6456)
H (-0.1376, 0.1414, 0.3113)
H (0.0332, -0.9595, -2.3252)
H (0.2853, 1.6943, -2.8466)
H (-1.1464, 1.3145, -1.9169)
H (0.9190, 4.2309, -1.5662)
H (1.0322, 2.5637, 2.3454)
H (1.7595, 4.6095, 0.7605)
H (3.4161, -0.0266, -2.7002)
N (0.0981, -1.0179, 2.3645)
N (-0.3085, -0.5653, -0.4295)
N (0.5654, 1.7648, 0.4886)
N (1.1988, 3.8406, 0.5047)
O (-0.2333, -2.8310, -0.8414)
O (2.4176, -0.8216, -0.6791)
O (2.4499, 0.1728, -2.7421)

Cartesian forces, eV/Å:
C 1.2 0.0 0.3
C 0.3 -0.9 -0.8
C -0.8 0.4 1.4
C 1.2 -0.4 -2.2
C 1.5 -0.3 0.5
C -1.4 -1.1 1.9
C 0.6 0.7 0.9
C 0.0 1.2 -1.2
C 0.5 1.0 0.1
C 0.3 0.6 -0.6
C 0.8 1.7 -2.7
H -0.6 0.3 0.1
H 1.6 -0.9 0.3
H 0.1 -0.5 0.0
H -0.1 0.3 -0.1
H -1.1 1.1 0.7
H 0.8 -0.3 0.3
H 0.2 0.1 0.4
H -0.3 -0.2 -1.2
H -0.6 -0.2 0.5
H 0.2 -0.1 0.1
H -0.2 -0.8 -0.4
H -0.4 0.3 -1.4
H 0.0 -0.3 0.3
H 0.1 -0.1 0.1
H 0.1 -0.2 0.0
H 0.3 0.3 0.7
H 0.3 0.9 0.3
H -0.9 0.2 0.1
N -2.7 -0.2 -1.8
N 1.1 0.4 -0.3
N -1.1 -1.9 1.4
N -1.1 -2.4 0.9
O -0.7 2.0 2.0
O 0.4 0.0 -0.8
O 0.7 -0.8 0.5

A 2-piece molecular cluster, C4H10NO2 overall. Source: OMol25; level of theory: ωB97M-V/def2-TZVPD.

Properties
* LUMO: 4.06 eV
* frontier orbital gap: 7.51 eV
* energy above the lowest of the compared OMol25 structures with the same formula, charge and spin: 37.78 kcal per mole
* total energy: -9895.807 eV
* charge: -1
* highest occupied orbital energy: -0.1269 Ha
* largest force on an atom: 0.012 Eh/bohr

Geometry (Å):
C (-0.1102, 0.7749, 2.4153)
N (0.2130, -0.2992, 1.7065)
C (-0.2835, -1.5924, 2.1066)
O (-0.7363, 0.8084, 3.4716)
H (0.1870, 1.7067, 1.9157)
H (0.4807, -0.1721, 0.6770)
H (-0.3492, -1.6472, 3.1918)
H (0.4134, -2.3582, 1.7663)
H (-1.2712, -1.7866, 1.6890)
C (0.7680, 0.1377, -2.1218)
O (0.7764, 0.0074, -0.7801)
C (-0.3943, 1.0044, -2.6356)
H (0.6884, -0.8330, -2.6504)
H (1.7124, 0.5889, -2.5062)
H (-0.3882, 1.1203, -3.7252)
H (-0.3596, 1.9897, -2.1723)
H (-1.3471, 0.5503, -2.3484)

Cartesian forces, eV/Å:
C -0.4 0.2 -0.4
N 0.0 -0.1 -0.2
C 0.4 0.0 0.2
O 0.0 -0.1 0.5
H 0.2 0.1 0.0
H -0.1 0.0 0.3
H -0.1 0.0 0.0
H -0.1 -0.1 -0.1
H -0.1 -0.1 -0.1
C -0.1 0.2 0.1
O 0.1 0.0 0.1
C -0.1 -0.1 0.0
H 0.0 -0.2 -0.2
H 0.0 0.1 -0.1
H 0.1 0.0 -0.1
H 0.1 0.1 0.0
H 0.0 0.0 0.0